This record from OMol25 describes a molecular structure, C26H45N10Ru. The level of theory is wB97M-V/def2-TZVPD.

Geometry as ORCA input:
```
! RIJCOSX wB97M-V def2-TZVPD def2/J DEFGRID3
* xyz 2 2
Ru -0.325 -0.063 0.234
N 1.453 0.898 1.932
C 1.166 2.296 2.289
C -0.280 2.353 2.720
N -1.112 1.830 1.626
C -2.503 1.610 2.035
C -3.247 0.932 0.909
N -2.450 -0.216 0.407
H 1.429 0.349 2.787
H 2.406 0.819 1.598
H 1.317 2.916 1.402
H 1.819 2.679 3.076
H -0.568 3.371 2.996
H -0.432 1.729 3.605
H -1.108 2.545 0.906
H -3.006 2.542 2.308
H -2.499 0.981 2.927
H -3.399 1.627 0.086
H -4.233 0.595 1.229
H -2.787 -0.491 -0.513
H -2.650 -1.031 0.983
C 0.967 -2.317 1.868
N -0.374 -1.708 1.625
C -0.968 -1.391 2.943
C -1.129 -2.757 0.903
C -1.777 -3.797 1.542
C -2.292 -4.844 0.788
C -2.111 -4.850 -0.585
C -1.472 -3.799 -1.229
C -1.003 -2.711 -0.494
N -0.418 -1.542 -0.987
C 0.274 -1.418 -2.204
C -0.212 -1.826 -3.446
C 0.564 -1.677 -4.586
C 1.831 -1.125 -4.500
C 2.304 -0.677 -3.275
C 1.516 -0.779 -2.139
N 1.959 -0.321 -0.820
C 2.627 0.999 -0.853
C 2.974 -1.313 -0.374
H 0.859 -3.157 2.555
H 1.650 -1.589 2.298
H 1.361 -2.684 0.930
H -0.830 -2.216 3.640
H -2.033 -1.197 2.857
H -0.474 -0.512 3.352
H -1.866 -3.828 2.619
H -2.805 -5.660 1.277
H -2.478 -5.680 -1.172
H -1.349 -3.843 -2.298
H -1.210 -2.228 -3.538
H 0.174 -1.998 -5.542
H 2.445 -1.023 -5.384
H 3.289 -0.235 -3.231
H 3.272 1.125 -1.721
H 3.278 1.094 0.015
H 1.893 1.798 -0.827
H 3.882 -1.216 -0.974
H 2.594 -2.322 -0.509
H 3.231 -1.149 0.673
C -1.287 3.086 -1.382
N -0.853 1.715 -1.800
C 0.161 1.944 -2.898
N -0.343 2.734 -3.994
C -0.757 4.041 -3.492
N -1.796 3.891 -2.469
C -2.939 3.197 -3.073
N -2.550 1.880 -3.582
C -2.033 1.090 -2.490
C -1.496 2.058 -4.583
H -0.428 3.592 -0.930
H -2.093 3.001 -0.651
H 0.473 0.976 -3.275
H 1.014 2.467 -2.470
H -1.145 4.644 -4.312
H 0.104 4.555 -3.060
H -3.331 3.799 -3.892
H -3.727 3.079 -2.325
H -1.726 0.112 -2.860
H -2.838 0.972 -1.767
H -1.881 2.647 -5.414
H -1.187 1.080 -4.958
*
```

Properties
Max |F|, eV Å⁻¹: 0.59
Relative energy (zero: lowest compared OMol25 entry of this formula, charge and spin), kcal/mol: 1.2
Kohn-Sham gap (spin up / spin down), eV: 7.5 / 6.9

***

This record from OMol25 describes a single C11H14N2O4 molecule in a non-equilibrium geometry. The level of theory is wB97M-V/def2-TZVPD.

Geometry as ORCA input:
```
! RIJCOSX wB97M-V def2-TZVPD def2/J DEFGRID3
* xyz 0 1
C -0.018 -1.014 1.446
C 0.426 0.375 1.104
C 0.486 -2.076 0.322
C -0.213 -1.880 -1.033
C -1.200 -2.800 -1.349
C -0.008 -0.793 -1.876
C -2.052 -2.605 -2.482
C -0.819 -0.680 -2.988
C -1.867 -1.582 -3.327
C 2.165 2.180 1.310
C 1.868 3.257 2.290
H -1.518 -1.078 2.698
H -1.788 -0.175 1.340
H 0.648 -1.240 2.244
H 0.403 -3.065 0.708
H 1.573 -1.857 0.207
H -1.462 -3.680 -0.720
H 0.742 0.077 -1.690
H -2.783 -3.337 -2.780
H -0.617 0.148 -3.634
H -3.262 -2.138 -4.594
H 2.088 0.335 2.353
H 3.240 2.092 1.262
H 1.755 2.484 0.368
H 1.664 3.355 4.302
N -1.411 -1.074 1.720
N 1.666 0.808 1.624
O -0.324 1.161 0.525
O -2.614 -1.388 -4.451
O 1.918 4.420 2.137
O 1.636 2.764 3.541
*
```

Properties
SMILES: N[C@@H](Cc1ccc(O)cc1)C(=O)NCC(=O)O
Max |F|, eV Å⁻¹: 3.83
Relative energy (zero: lowest compared OMol25 entry of this formula, charge and spin), kcal/mol: 26.0
Kohn-Sham gap, eV: 8.8

***

This record from OMol25 describes 2 unconnected molecules or ions with the total composition C44H37N4O in a non-equilibrium geometry. The level of theory is wB97M-V/def2-TZVPD.

Geometry as ORCA input:
```
! RIJCOSX wB97M-V def2-TZVPD def2/J DEFGRID3
* xyz 1 1
C 0.746 -4.644 4.970
N 1.299 -3.567 4.163
C 1.772 -3.707 2.902
C 2.215 -2.441 2.414
C 2.379 -2.048 1.084
C 3.165 -0.901 0.676
C 2.563 0.373 0.626
C 3.288 1.489 0.223
C 4.643 1.357 -0.108
C 5.266 0.102 -0.046
C 4.531 -1.025 0.315
C 2.132 -1.534 3.570
C 2.520 -0.226 3.820
C 2.151 0.368 5.040
C 1.387 -0.328 5.988
C 1.062 -1.678 5.789
C 1.463 -2.245 4.589
H 0.395 -4.230 5.917
H -0.091 -5.126 4.448
H 1.515 -5.403 5.172
H 1.730 -4.665 2.383
H 2.111 -2.787 0.311
H 1.510 0.453 0.919
H 2.815 2.469 0.174
H 5.203 2.235 -0.423
H 6.328 -0.003 -0.278
H 4.985 -2.019 0.357
H 3.116 0.300 3.080
H 2.471 1.389 5.251
H 1.074 0.172 6.902
H 0.549 -2.278 6.536
C -1.788 0.566 1.786
O -0.606 0.481 0.930
C -0.779 -0.230 -0.235
C -1.326 -1.576 -0.040
C -2.594 -1.927 -0.526
C -3.026 -3.245 -0.405
C -2.231 -4.196 0.233
C -1.059 -3.800 0.884
C -0.652 -2.479 0.796
C -0.901 0.505 -1.425
N -1.261 -0.014 -2.635
C -1.259 -1.329 -3.118
C -2.220 -1.633 -4.085
C -2.405 -2.966 -4.450
C -1.557 -3.949 -3.929
C -0.488 -3.602 -3.093
C -0.329 -2.280 -2.681
N -1.582 0.964 -3.544
C -1.316 2.102 -2.944
C -1.244 3.377 -3.650
C -0.414 4.432 -3.206
C -0.276 5.590 -3.969
C -0.944 5.708 -5.196
C -1.743 4.653 -5.663
C -1.901 3.500 -4.896
N -0.931 1.890 -1.610
C -1.059 2.891 -0.604
C 0.010 3.188 0.228
C -0.086 4.277 1.097
C -1.289 4.981 1.195
C -2.386 4.620 0.409
C -2.259 3.593 -0.526
H -1.693 1.503 2.336
H -2.703 0.569 1.175
H -1.780 -0.307 2.450
H -3.206 -1.142 -0.971
H -3.985 -3.523 -0.837
H -2.527 -5.244 0.255
H -0.458 -4.516 1.447
H 0.215 -2.092 1.330
H -2.828 -0.816 -4.479
H -3.214 -3.214 -5.138
H -1.719 -4.995 -4.194
H 0.212 -4.370 -2.753
H 0.478 -1.975 -2.011
H 0.130 4.331 -2.265
H 0.360 6.400 -3.607
H -0.830 6.617 -5.793
H -2.244 4.732 -6.629
H -2.512 2.667 -5.241
H 0.913 2.575 0.168
H 0.788 4.563 1.686
H -1.373 5.818 1.887
H -3.338 5.140 0.498
H -3.075 3.331 -1.206
*
```

Properties
Max |F|, eV Å⁻¹: 3.32
Relative energy (zero: lowest compared OMol25 entry of this formula, charge and spin), kcal/mol: 47.5
Kohn-Sham gap, eV: 3.7

***

This record from OMol25 describes 2 unconnected molecules or ions with the total composition C6H11NO2 in a non-equilibrium geometry. The level of theory is wB97M-V/def2-TZVPD.

Geometry as ORCA input:
```
! RIJCOSX wB97M-V def2-TZVPD def2/J DEFGRID3
* xyz 0 1
C -2.004 -0.633 -1.383
C -0.780 -1.043 -0.606
C 0.584 1.599 0.685
C -0.892 -1.734 0.543
C -0.044 1.861 1.836
H 0.308 2.079 -0.247
H -2.282 -1.414 -2.098
H -2.856 -0.462 -0.718
H -1.819 0.293 -1.937
H -1.860 -1.926 0.993
H -0.014 -2.056 1.093
H -0.903 2.522 1.862
H 0.248 1.380 2.765
C 1.867 0.776 0.653
N 0.451 -0.889 -1.231
O 2.625 1.148 -0.395
O 2.314 0.120 1.573
H 3.475 0.693 -0.239
H 1.172 -1.530 -0.908
H 0.408 -0.783 -2.241
*
```

Properties
SMILES: C=CC(=O)O.C=C(C)N
Max |F|, eV Å⁻¹: 2.11
Relative energy (zero: lowest compared OMol25 entry of this formula, charge and spin), kcal/mol: 38.5
Kohn-Sham gap, eV: 8.9

***

This record from OMol25 describes a gas-phase ion, C19H23N4 (charge +1) in a non-equilibrium geometry. The level of theory is wB97M-V/def2-TZVPD.

Geometry as ORCA input:
```
! RIJCOSX wB97M-V def2-TZVPD def2/J DEFGRID3
* xyz 1 1
C -0.679 0.665 -2.016
C -0.591 0.053 -0.645
N 0.411 -1.080 -0.596
C 0.089 -2.371 -0.248
C -1.094 -2.966 0.194
C -1.212 -4.375 0.263
C -0.141 -5.213 -0.102
C 1.070 -4.640 -0.528
C 1.163 -3.259 -0.617
C 2.173 -2.451 -1.257
C 1.679 -1.104 -1.243
C 2.416 -0.051 -1.787
C 3.664 -0.323 -2.362
C 4.119 -1.636 -2.428
C 3.393 -2.703 -1.880
H -1.738 0.810 -2.257
H -0.069 1.582 -2.194
H -0.283 -0.080 -2.743
H -1.474 -0.377 -0.334
H -1.944 -2.345 0.435
H -2.173 -4.846 0.567
H -0.265 -6.304 -0.076
H 1.918 -5.266 -0.815
H 2.021 0.967 -1.749
H 4.280 0.483 -2.757
H 5.071 -1.831 -2.896
H 3.747 -3.730 -1.884
C -3.425 1.652 0.674
N -2.373 2.317 1.396
C -2.664 3.515 2.155
C -1.294 3.963 2.621
N -0.402 2.959 2.067
C 1.029 3.184 2.078
C -1.067 2.048 1.306
N -0.410 1.061 0.622
H -2.938 0.813 0.160
H -4.203 1.250 1.342
H -3.868 2.334 -0.083
H -3.144 4.283 1.535
H -3.326 3.323 3.001
H -1.031 4.974 2.239
H -1.216 4.021 3.715
H 1.545 2.568 1.333
H 1.240 4.255 1.844
H 1.458 3.000 3.089
H 0.540 0.874 0.862
*
```

Properties
SMILES: C[C@H]([NH+]=C1N(C)CCN1C)n1c2ccccc2c2ccccc21
Max |F|, eV Å⁻¹: 3.02
Relative energy (zero: lowest compared OMol25 entry of this formula, charge and spin), kcal/mol: 0.0
Kohn-Sham gap, eV: 8.1

***

This record from OMol25 describes 2 unconnected molecules or ions with the total composition C7H19N5 in a non-equilibrium geometry. The level of theory is wB97M-V/def2-TZVPD.

Geometry as ORCA input:
```
! RIJCOSX wB97M-V def2-TZVPD def2/J DEFGRID3
* xyz 2 3
C -3.478 -0.144 0.024
C -1.288 0.797 0.370
C 1.263 -1.571 1.203
C 2.733 0.750 -1.392
C 2.958 0.946 1.146
C 0.911 -1.298 -1.181
C 2.308 0.230 0.015
N -4.768 0.134 -0.178
N -0.514 1.891 0.255
N -2.613 0.869 -0.084
N -2.929 -1.328 0.376
N 1.435 -0.749 0.050
H 1.803 -2.451 1.229
H 1.506 -0.905 2.045
H 0.210 -1.895 1.352
H 3.294 0.013 -1.760
H 3.188 1.722 -1.429
H 1.801 1.032 -1.922
H 3.210 1.953 1.024
H 2.274 0.712 1.932
H 3.869 0.390 1.261
H -0.218 -1.095 -1.107
H 1.063 -2.355 -1.141
H 1.021 -0.863 -2.156
H -5.109 1.000 -0.585
H -5.385 -0.658 -0.254
H -0.753 2.812 -0.156
H 0.403 1.992 0.717
H -2.887 1.744 -0.384
H -3.357 -2.258 0.257
H -1.948 -1.415 0.473
*
```

Properties
Max |F|, eV Å⁻¹: 5.67
Relative energy (zero: lowest compared OMol25 entry of this formula, charge and spin), kcal/mol: 0.0
Kohn-Sham gap (spin up / spin down), eV: 6.7 / 8.6

***

This record from OMol25 describes a molecular structure, C50H60N5Ru in a non-equilibrium geometry. The level of theory is wB97M-V/def2-TZVPD.

Geometry as ORCA input:
```
! RIJCOSX wB97M-V def2-TZVPD def2/J DEFGRID3
* xyz 0 2
Ru 0.422 1.166 -0.674
C -1.486 3.611 -0.624
N -0.133 3.319 -1.122
C -0.089 3.942 -2.450
C 0.829 4.032 -0.252
C 0.802 3.419 1.107
C 1.033 4.144 2.269
C 0.986 3.507 3.501
C 0.667 2.154 3.554
C 0.440 1.440 2.383
C 0.538 2.051 1.132
H -1.658 4.696 -0.606
H -1.607 3.211 0.372
H -2.218 3.154 -1.281
H -0.344 5.006 -2.365
H -0.811 3.473 -3.113
H 0.894 3.868 -2.882
H 0.571 5.100 -0.222
H 1.827 3.946 -0.688
H 1.241 5.208 2.215
H 1.177 4.063 4.410
H 0.586 1.656 4.515
H 0.152 0.397 2.448
C 3.752 0.594 1.636
C 2.970 -0.614 2.161
C 3.525 -1.057 3.514
C 2.935 -1.729 1.138
C 3.908 -2.722 1.143
C 3.886 -3.761 0.226
C 2.887 -3.808 -0.730
C 1.885 -2.843 -0.768
C 0.809 -2.937 -1.838
C 1.374 -2.564 -3.213
C 0.152 -4.318 -1.879
C 1.903 -1.802 0.182
N 0.823 -0.865 0.162
C -0.301 -1.408 0.616
C -1.542 -0.780 0.389
N -1.587 0.398 -0.208
C -2.892 0.948 -0.396
C -3.497 0.849 -1.667
C -4.756 1.411 -1.847
C -5.423 2.040 -0.808
C -4.832 2.096 0.442
C -3.571 1.557 0.680
C -3.005 1.651 2.098
C -2.870 3.098 2.583
C -3.869 0.902 3.122
C -2.889 0.102 -2.851
C -2.793 -1.409 -2.624
C -1.544 0.678 -3.306
C -2.616 -1.723 0.796
C -3.981 -1.773 0.685
C -4.668 -2.913 1.185
C -4.020 -3.964 1.776
C -2.603 -3.954 1.876
C -1.779 -4.972 2.427
C -0.418 -4.828 2.411
C 0.227 -3.697 1.838
C -0.545 -2.698 1.302
C -1.954 -2.840 1.362
H 3.810 1.369 2.405
H 3.262 1.035 0.767
H 4.770 0.301 1.360
H 1.946 -0.298 2.306
H 4.606 -1.213 3.480
H 3.057 -1.982 3.859
H 3.333 -0.280 4.256
H 4.692 -2.691 1.889
H 4.648 -4.530 0.254
H 2.876 -4.615 -1.453
H 0.032 -2.213 -1.602
H 2.215 -3.210 -3.479
H 1.720 -1.528 -3.238
H 0.605 -2.678 -3.980
H 0.840 -5.080 -2.254
H -0.713 -4.299 -2.545
H -0.188 -4.622 -0.888
H -5.228 1.336 -2.820
H -6.402 2.473 -0.969
H -5.367 2.564 1.260
H -2.013 1.205 2.096
H -3.848 3.584 2.636
H -2.222 3.702 1.948
H -2.434 3.109 3.584
H -4.875 1.328 3.170
H -3.423 0.993 4.115
H -3.961 -0.153 2.893
H -3.588 0.247 -3.680
H -2.003 -1.656 -1.915
H -2.568 -1.911 -3.568
H -3.731 -1.813 -2.238
H -0.861 0.651 -2.453
H -1.651 1.708 -3.640
H -1.120 0.094 -4.126
H -4.551 -0.970 0.239
H -5.747 -2.939 1.097
H -4.582 -4.811 2.152
H -2.231 -5.859 2.856
H 0.201 -5.608 2.836
H 1.307 -3.660 1.830
C 5.515 -0.936 -1.695
C 4.550 0.171 -1.935
C 4.735 1.429 -2.454
C 3.474 2.031 -2.449
N 2.544 1.208 -1.927
N 3.248 0.089 -1.645
C 3.214 3.374 -3.037
H 6.477 -0.687 -2.137
H 5.159 -1.871 -2.127
H 5.654 -1.101 -0.627
H 5.651 1.853 -2.829
H 2.786 -0.694 -1.212
H 4.057 3.657 -3.666
H 3.093 4.144 -2.275
H 2.331 3.343 -3.666
*
```

Properties
Max |F|, eV Å⁻¹: 1.10
Relative energy (zero: lowest compared OMol25 entry of this formula, charge and spin), kcal/mol: 0.0
Kohn-Sham gap (spin up / spin down), eV: 5.9 / 6.8

***

This record from OMol25 describes a molecular structure, C13H18F4N2Sn in a non-equilibrium geometry. The level of theory is wB97M-V/def2-TZVPD.

Geometry as ORCA input:
```
! RIJCOSX wB97M-V def2-TZVPD def2/J DEFGRID3
* xyz 2 1
Sn 0.719 -1.185 0.916
C -1.084 -2.067 2.914
C -2.062 -1.269 2.063
N -1.418 -0.524 0.958
C -1.498 0.938 1.101
C -0.776 1.444 2.340
C -1.812 -1.032 -0.354
C -1.082 -0.376 -1.519
N 0.247 -0.072 -1.092
C 1.025 0.832 -1.686
C 2.243 1.168 -1.028
F 2.543 0.443 0.078
C 3.037 2.216 -1.407
F 4.100 2.512 -0.691
C 2.709 2.968 -2.538
C 1.582 2.615 -3.271
F 1.263 3.298 -4.348
C 0.768 1.566 -2.886
F -0.266 1.257 -3.648
H -1.634 -2.596 3.692
H -0.560 -2.825 2.319
H -0.362 -1.418 3.417
H -2.800 -1.957 1.647
H -2.590 -0.563 2.704
H -1.052 1.398 0.218
H -2.553 1.240 1.129
H 0.295 1.206 2.280
H -0.877 2.525 2.411
H -1.174 1.020 3.260
H -1.620 -2.111 -0.353
H -2.886 -0.912 -0.540
H -1.069 -1.096 -2.346
H -1.614 0.494 -1.902
H 3.325 3.800 -2.853
C 1.643 -3.038 -0.158
H 0.834 -3.768 -0.184
H 2.448 -3.348 0.508
H 2.007 -2.784 -1.151
*
```

Properties
Max |F|, eV Å⁻¹: 1.81
Relative energy (zero: lowest compared OMol25 entry of this formula, charge and spin), kcal/mol: 15.6
Kohn-Sham gap (spin up / spin down), eV: 6.5 / 6.5

***

This record from OMol25 describes a single C3H7N3O2 molecule in a non-equilibrium geometry. The level of theory is wB97M-V/def2-TZVPD.

Geometry as ORCA input:
```
! RIJCOSX wB97M-V def2-TZVPD def2/J DEFGRID3
* xyz 0 1
C -1.032 0.459 -1.760
C 1.057 0.518 0.852
C 0.649 -1.360 -1.193
H -1.058 0.992 -2.953
H -1.895 -0.440 -1.805
H -1.471 1.115 -0.920
H 1.680 1.284 1.499
H 0.511 0.877 3.267
H -0.346 -0.774 2.952
H -0.316 -1.883 -1.605
N -0.029 -0.188 -1.093
N 0.021 -0.072 1.449
N -0.369 0.309 2.771
O 0.858 0.853 -0.631
O 1.740 -1.690 -0.830
*
```

Properties
SMILES: CN(C=O)O/C=N/N
Max |F|, eV Å⁻¹: 6.81
Relative energy (zero: lowest compared OMol25 entry of this formula, charge and spin), kcal/mol: 206.2
Kohn-Sham gap, eV: 9.9

***

This record from OMol25 describes a single C9H16Si molecule in a non-equilibrium geometry. The level of theory is wB97M-V/def2-TZVPD.

Geometry as ORCA input:
```
! RIJCOSX wB97M-V def2-TZVPD def2/J DEFGRID3
* xyz 0 1
C 2.062 0.918 -1.675
C 1.474 2.124 -1.086
C 1.419 -0.151 -1.125
C 0.553 1.712 -0.185
C 0.497 0.249 -0.012
C -0.816 -1.976 0.327
C -1.732 -0.252 -1.269
C -1.771 0.098 1.190
C -0.961 -0.483 0.055
Si 1.663 -0.037 1.605
H 2.834 0.770 -2.511
H 1.937 3.104 -1.081
H 1.713 -1.288 -1.354
H 0.088 2.406 0.405
H -0.373 -2.279 1.315
H -0.303 -2.430 -0.626
H -1.881 -2.302 0.147
H -2.735 -0.693 -1.226
H -1.782 0.833 -1.393
H -1.262 -0.709 -2.185
H -2.751 -0.483 1.191
H -2.030 1.258 1.070
H -1.252 -0.108 2.073
H 0.829 0.670 2.753
H 3.076 0.629 1.640
H 1.504 -1.583 1.956
*
```

Properties
SMILES: CC(C)(C)C1([SiH3])C=CC=C1
Max |F|, eV Å⁻¹: 3.37
Relative energy (zero: lowest compared OMol25 entry of this formula, charge and spin), kcal/mol: 34.3
Kohn-Sham gap, eV: 9.3

***

Computed values of total energy (unit: eV) for the preceding records, in sequence: -45161.15921 -22804.10159 -54227.77361 -11984.59954 -26030.55636 -14997.34440 -62857.39319 -33435.33709 -11782.37280 -17467.38511.